Computed, not measured: a structure of composition C22H20FIN4O2SV, with the ωB97M-V functional and the def2-TZVPD basis.

```
! RIJCOSX wB97M-V def2-TZVPD def2/J DEFGRID3
* xyz 1 3
V 0.5053 -0.9901 -0.1016
C -0.2819 -2.5149 3.8117
C -0.1521 -2.3082 2.3439
N 0.7428 -1.5813 1.7941
N 1.7621 -1.0189 2.5175
C 2.8750 -0.7142 1.7944
N 3.8916 -0.1872 2.4660
S 2.9250 -1.0555 0.1408
C -0.9943 -2.9828 1.3242
C -2.0145 -3.8538 1.6230
C -2.6675 -4.5034 0.5812
C -2.2697 -4.2565 -0.7159
C -1.2455 -3.3498 -0.9411
N -0.6201 -2.7200 0.0510
H -0.1222 -1.5852 4.3585
H 0.4470 -3.2529 4.1582
H -1.2733 -2.8720 4.0748
H 1.6725 -0.8647 3.5098
H 3.8607 0.0080 3.4525
H 4.7154 0.0762 1.9504
H -2.2971 -4.0350 2.6500
H -3.4712 -5.1970 0.7884
H -2.7399 -4.7507 -1.5544
H -0.9103 -3.1167 -1.9408
F 2.9265 3.9494 -3.0835
C 2.4117 2.7160 -2.9244
C 1.0504 2.5677 -2.7963
C 0.5400 1.2894 -2.6137
C 1.3628 0.1666 -2.5370
C 0.7928 -1.1813 -2.2299
C 2.7327 0.3681 -2.7250
C 3.2657 1.6312 -2.9145
H 0.4057 3.4355 -2.8515
H -0.5351 1.1584 -2.5475
H 1.4217 -2.0077 -2.5552
H -0.2198 -1.2838 -2.6246
H 3.3958 -0.4901 -2.7390
H 4.3263 1.7839 -3.0655
I -3.6702 6.5736 -0.2991
C -2.7197 4.7335 -0.1317
C -3.4046 3.5764 -0.4867
C -2.7659 2.3520 -0.3748
C -1.4578 2.2919 0.0920
C -0.7798 3.4536 0.4422
C -1.4091 4.6820 0.3306
C -0.7722 0.9976 0.1865
O -1.3138 -0.0919 -0.2154
O 0.4194 0.9041 0.6446
H -4.4223 3.6323 -0.8482
H -3.2759 1.4382 -0.6514
H 0.2434 3.3892 0.7869
H -0.8866 5.5907 0.5955
*
```

Output
⟨S²⟩: 2.048
LUMO energy (spin up / spin down) (eV): -3.767 / -4.140
Largest force on an atom (Eh/bohr): 0.0495
DFT total energy (eV): -80531.454
Kohn-Sham gap (spin up / spin down) (eV): 6.342 / 5.963